No. 1
122
Properties=species:S:1:pos:R:3:mulliken_charge:R:1 method="wB97M-V/def2-TZVPD" orbital_gap_ev=8.13 multiplicity=1 e_homo_ev=-6.40 total_charge=-1
C 2.666 3.293 -0.068 -0.900
C 2.118 3.156 -1.503 -0.933
C 1.843 1.695 -1.856 0.238
O 3.029 0.978 -1.675 -0.411
P 3.151 -0.750 -1.889 1.694
C 4.942 -0.620 -1.293 -0.147
C 5.529 0.744 -1.470 -0.190
O 6.222 1.067 -2.412 -0.602
C 3.513 -0.474 -3.701 -0.485
C 4.026 -1.608 -4.592 -0.928
C 5.544 -1.890 -4.505 -0.854
C 5.880 -3.249 -3.930 -0.347
O 7.295 -3.298 -3.628 -0.319
C 7.654 -4.215 -2.690 0.581
C 7.137 -3.978 -1.292 -0.780
O 8.384 -5.128 -2.971 -0.604
N 3.267 -2.624 -2.043 -0.627
C 3.792 -3.295 -1.195 0.587
O 4.274 -3.995 -0.377 -0.666
O 2.656 -0.980 -0.241 -0.706
C 1.318 -1.307 -0.011 -1.284
C 0.595 -1.367 -1.364 -0.161
O 0.157 -2.724 -1.730 -0.443
C -0.630 -3.285 -0.881 0.655
N -1.256 -3.885 -0.114 -0.629
O 1.429 -0.915 -2.327 0.857
H 2.081 4.002 0.522 0.400
H 2.640 2.336 0.454 0.209
H 3.703 3.628 -0.080 0.225
H 2.867 3.535 -2.201 0.384
H 1.201 3.735 -1.626 0.389
H 1.483 1.642 -2.891 -0.208
H 1.045 1.346 -1.183 0.038
H 4.962 -0.846 -0.225 0.640
H 5.578 -1.315 -1.841 -0.374
H 5.341 1.480 -0.669 0.258
H 2.562 -0.147 -4.120 -0.183
H 4.194 0.372 -3.800 0.637
H 3.842 -1.288 -5.625 0.574
H 3.443 -2.522 -4.470 0.465
H 5.966 -1.850 -5.512 0.453
H 6.046 -1.106 -3.934 0.376
H 5.705 -4.027 -4.679 0.464
H 5.281 -3.488 -3.049 -0.026
H 6.333 -4.688 -1.092 0.215
H 6.725 -2.976 -1.199 0.218
H 7.947 -4.131 -0.585 0.410
H 0.835 -0.614 0.679 0.223
H 1.304 -2.307 0.449 0.495
H -0.256 -0.671 -1.343 0.111
C -4.753 -0.658 -0.983 -1.037
C -3.526 0.166 -0.569 0.954
C -2.542 -0.479 0.408 0.636
F -3.121 -0.723 1.601 -0.237
F -1.513 0.378 0.612 -0.194
F -3.909 1.380 -0.118 -0.305
F -2.806 0.355 -1.714 -0.163
O -5.976 -0.379 -0.318 -0.410
C -6.346 -1.017 0.831 0.800
C -6.557 -0.025 1.984 0.260
F -5.429 0.654 2.245 -0.249
F -6.904 -0.722 3.096 -0.276
F -5.502 -2.000 1.174 -0.282
F -7.559 -1.588 0.607 -0.319
H -4.941 -0.365 -2.015 0.462
H -4.526 -1.724 -0.987 0.409
H -2.149 -1.413 -0.001 -0.286
H -7.354 0.679 1.734 0.247
C 4.904 4.404 5.705 -0.751
C 5.776 4.077 4.483 0.936
C 5.213 4.408 3.097 0.078
F 4.095 3.703 2.856 -0.172
F 6.137 4.083 2.167 -0.276
F 6.176 2.792 4.529 -0.261
F 6.888 4.866 4.608 -0.339
O 4.165 3.342 6.281 -0.395
C 2.890 3.033 5.883 0.824
C 2.787 1.594 5.354 0.179
F 3.596 1.421 4.296 -0.188
F 1.512 1.369 4.968 -0.252
F 2.400 3.924 5.005 -0.269
F 2.105 3.088 6.988 -0.313
H 5.618 4.679 6.480 0.395
H 4.279 5.278 5.519 0.344
H 4.992 5.476 3.015 0.250
H 3.061 0.888 6.141 0.220
C -8.583 0.392 6.189 -0.615
C -7.790 1.687 5.960 0.900
C -6.958 2.235 7.125 0.085
F -7.745 2.569 8.168 -0.240
F -6.314 3.347 6.712 -0.259
F -8.602 2.652 5.478 -0.287
F -6.879 1.382 4.994 -0.313
O -9.966 0.517 6.483 -0.400
C -10.439 0.637 7.759 0.793
C -11.224 1.943 7.952 0.200
F -10.442 3.010 7.708 -0.219
F -11.650 2.011 9.235 -0.258
F -9.473 0.500 8.683 -0.289
F -11.329 -0.366 7.958 -0.307
H -8.562 -0.112 5.224 0.277
H -8.076 -0.260 6.900 0.387
H -6.220 1.497 7.449 0.314
H -12.085 1.962 7.281 0.238
C 0.148 -2.392 -7.733 -0.832
C -1.129 -3.244 -7.653 0.945
C -2.437 -2.624 -8.159 0.043
F -2.796 -1.554 -7.428 -0.203
F -3.422 -3.549 -8.058 -0.274
F -1.299 -3.732 -6.412 -0.250
F -0.913 -4.304 -8.495 -0.341
O 0.581 -1.740 -6.561 -0.265
C 0.164 -0.478 -6.220 0.721
C -0.537 -0.464 -4.856 1.617
F -1.634 -1.260 -4.907 -0.320
F -0.955 0.801 -4.606 -0.311
F -0.613 0.072 -7.179 -0.351
F 1.262 0.298 -6.115 -0.289
H 0.937 -3.114 -7.939 0.400
H 0.106 -1.712 -8.585 0.325
H -2.340 -2.331 -9.208 0.268
H 0.114 -0.805 -4.048 -0.901

No. 2
16
Properties=species:S:1:pos:R:3:mulliken_charge:R:1 method="wB97M-V/def2-TZVPD" de_lowest_kj_mol=422.62 orbital_gap_ev=9.09 multiplicity=1 e_homo_ev=-12.69 total_charge=+1
H 0.519 0.109 -2.792 0.286
N 1.069 0.567 -2.071 -0.308
C 1.464 0.367 -0.982 -0.032
N 1.376 -0.984 -0.146 -0.248
N 0.637 -0.762 1.134 -0.296
C -0.614 -0.238 0.937 0.392
O -1.539 -1.052 1.430 -0.432
N -0.633 0.862 0.340 0.061
N -1.804 1.452 -0.144 -0.652
H 2.044 1.036 -0.416 0.404
H 1.121 -1.857 -0.536 0.329
H 2.488 -0.974 0.162 0.447
H 0.754 -1.664 1.515 0.265
H -2.371 -0.597 1.540 0.340
H -2.656 1.278 0.327 0.177
H -1.854 2.455 -0.298 0.268

No. 3
24
Properties=species:S:1:pos:R:3:mulliken_charge:R:1 method="wB97M-V/def2-TZVPD" de_lowest_kj_mol=32.48 orbital_gap_ev=9.63 multiplicity=1 e_homo_ev=-13.45 total_charge=+1
C 1.652 -0.580 -1.554 -1.539
C 0.988 -0.382 -0.176 0.226
C 1.043 1.090 0.182 -0.791
C 0.362 1.326 1.543 -0.709
C -1.050 0.726 1.616 -0.645
N -1.116 -0.693 1.124 0.140
C -0.451 -0.943 -0.154 -0.654
C -1.329 -0.315 -1.631 -0.974
I -0.466 -3.153 -0.503 0.221
H 1.728 -1.642 -1.749 0.386
H 2.597 -0.198 -1.594 0.528
H 1.163 -0.037 -2.363 0.314
H 1.537 -0.865 0.603 0.440
H 0.479 1.619 -0.527 0.283
H 1.908 1.684 0.257 0.447
H 0.925 0.796 2.372 0.321
H 0.310 2.398 1.802 0.396
H -1.319 0.643 2.753 0.335
H -1.695 1.484 1.065 0.317
H -0.714 -1.353 1.868 0.500
H -2.108 -0.778 0.937 0.411
H -2.443 -0.393 -1.518 0.364
H -1.208 -1.064 -2.443 0.401
H -0.792 0.628 -1.908 0.283

No. 4
129
Properties=species:S:1:pos:R:3:mulliken_charge:R:1 method="wB97M-V/def2-TZVPD" orbital_gap_ev=9.13 multiplicity=1 e_homo_ev=-8.98
C -0.771 -6.009 3.625 -0.855
N 0.130 -6.074 2.535 0.170
C 0.516 -7.305 2.019 0.869
C 1.652 -7.228 1.030 -1.136
O -0.044 -8.374 2.332 -0.699
H -1.452 -5.143 3.667 0.150
H -0.152 -5.972 4.564 0.291
H -1.302 -7.002 3.692 0.359
H 0.697 -5.246 2.305 -0.088
H 1.355 -6.775 0.085 0.254
H 2.004 -8.218 0.717 0.338
H 2.348 -6.612 1.471 0.309
C -2.768 1.856 -2.232 -0.580
N -3.685 1.705 -1.091 -0.084
C -4.367 2.724 -0.557 0.624
C -5.159 2.528 0.748 -1.166
O -4.194 3.866 -0.976 -0.658
H -3.259 1.965 -3.273 0.273
H -2.215 0.961 -2.283 0.163
H -2.157 2.732 -2.063 0.075
H -4.126 0.835 -0.737 0.335
H -5.645 1.650 0.864 0.725
H -5.884 3.327 0.855 0.305
H -4.366 2.519 1.493 0.017
C -0.424 6.377 0.192 -0.863
N -0.930 5.217 0.890 0.254
C -2.128 5.103 1.471 0.967
C -2.986 6.364 1.621 -1.514
O -2.469 4.060 2.016 -0.794
H 0.490 6.762 0.760 0.288
H -1.146 7.187 0.075 0.377
H -0.096 6.139 -0.828 0.133
H -0.429 4.409 0.615 0.043
H -3.897 6.052 2.104 0.340
H -3.170 6.776 0.651 0.424
H -2.462 7.114 2.279 0.362
C -0.628 5.052 -3.464 -1.169
N -0.836 4.069 -4.514 0.188
C -1.558 4.446 -5.655 0.692
C -1.454 3.503 -6.818 -1.003
O -2.157 5.510 -5.677 -0.649
H -0.104 4.613 -2.627 0.087
H -1.602 5.453 -3.129 0.398
H -0.076 5.891 -3.814 0.605
H -0.344 3.198 -4.502 0.176
H -0.699 3.844 -7.542 0.246
H -2.382 3.357 -7.453 0.332
H -1.280 2.464 -6.499 0.197
C 0.936 -0.435 4.206 -0.600
N 1.976 -1.519 4.400 -0.130
C 1.878 -2.699 3.825 0.686
C 3.182 -3.553 3.866 -1.189
O 0.912 -3.024 3.148 -0.320
H 1.309 0.354 3.527 0.321
H 0.643 0.075 5.165 0.349
H 0.004 -0.920 3.876 -0.044
H 2.924 -1.261 4.763 0.247
H 3.016 -4.632 3.651 0.286
H 3.814 -3.343 4.705 0.437
H 3.589 -3.343 2.916 0.074
C 5.253 -0.562 1.843 -0.835
N 5.103 -0.842 0.458 0.084
C 5.315 0.086 -0.507 0.603
C 5.156 -0.433 -1.925 -0.102
O 5.570 1.294 -0.237 -0.743
H 6.315 -0.468 2.046 0.355
H 4.792 -1.464 2.417 0.062
H 4.764 0.340 2.118 0.343
H 5.021 -1.824 0.202 0.126
H 4.434 -1.240 -1.938 -0.150
H 6.142 -0.624 -2.367 0.321
H 4.690 0.322 -2.441 -0.140
C -5.651 1.050 4.103 -0.497
N -5.012 -0.200 4.465 -0.193
C -3.786 -0.537 3.983 0.774
C -3.078 -1.594 4.862 -1.271
O -3.298 -0.062 2.961 -0.506
H -5.222 1.466 3.212 -0.041
H -5.711 1.804 4.876 0.307
H -6.731 0.729 3.894 0.288
H -5.237 -0.654 5.326 0.221
H -2.046 -1.740 4.631 0.074
H -3.604 -2.548 4.773 0.358
H -3.225 -1.365 5.891 0.493
C -1.222 -3.193 0.680 -0.210
C -1.341 -1.837 -0.037 0.381
N -2.242 -0.993 0.477 0.246
O -0.678 -1.513 -1.018 -0.200
H -0.189 -3.375 0.939 -0.422
H -1.561 -3.974 -0.052 0.325
H -1.903 -3.281 1.615 0.178
H -2.232 -0.117 -0.023 -0.283
H -2.838 -1.108 1.333 0.088
C 3.697 -4.104 -2.185 -1.152
C 3.271 -3.713 -0.851 0.629
N 2.082 -3.053 -0.729 0.772
O 3.958 -3.941 0.155 -0.674
H 3.923 -5.172 -2.161 0.411
H 4.710 -3.605 -2.314 0.280
H 3.089 -3.882 -3.053 0.211
H 1.778 -2.449 -1.475 -0.229
H 1.720 -2.717 0.253 -0.361
C 1.068 0.716 0.515 0.408
C 0.145 1.941 0.575 0.927
N -0.959 1.822 1.310 0.282
O 0.438 2.990 -0.088 -1.094
H 2.135 0.931 0.457 0.414
H 0.784 0.215 -0.439 -0.429
H 0.889 0.023 1.383 -0.459
H -1.671 2.635 1.496 -0.124
H -0.960 1.025 1.888 -0.047
C -0.198 -2.730 -3.923 -1.268
C 0.639 -1.495 -3.823 0.824
N 0.083 -0.459 -4.440 -0.208
O 1.817 -1.397 -3.344 -0.556
H 0.180 -3.318 -4.795 0.366
H -1.246 -2.418 -4.165 0.434
H -0.097 -3.377 -2.981 0.093
H -0.885 -0.548 -4.671 0.236
H 0.475 0.501 -4.213 -0.006
C 3.141 1.761 -4.559 -1.350
C 2.168 2.117 -3.358 0.744
N 2.717 2.480 -2.193 -0.062
O 0.973 1.950 -3.517 -0.540
H 4.201 1.979 -4.510 0.408
H 2.717 2.135 -5.506 0.382
H 3.046 0.700 -4.781 0.243
H 3.675 2.749 -2.092 0.250
H 2.177 2.800 -1.413 -0.009

No. 5
7
Properties=species:S:1:pos:R:3:mulliken_charge:R:1 method="wB97M-V/def2-TZVPD" de_lowest_kj_mol=25.38 orbital_gap_ev="7.24 / 7.90" multiplicity=2 s2=0.759 e_homo_ev="-19.81 / -20.43" total_charge=+2
O 0.317 1.499 0.410 -0.508
C -0.626 0.722 0.132 0.154
C -0.334 -0.673 -0.175 0.192
O 0.932 -0.971 -0.292 -0.519
Sc 2.104 0.643 -0.203 1.847
H -1.077 -1.192 -0.799 0.484
H -1.316 -0.027 0.927 0.350

No. 6
84
Properties=species:S:1:pos:R:3:mulliken_charge:R:1 method="wB97M-V/def2-TZVPD" de_lowest_kj_mol=207.58 orbital_gap_ev=6.26 multiplicity=1 e_homo_ev=-7.81
Sc -1.667 -0.006 -1.505 -0.188
O -0.123 -0.954 1.767 -0.533
C -1.208 -0.692 1.227 0.143
N -1.855 -1.399 0.295 0.216
C -1.621 -2.743 0.111 0.104
O -1.296 -3.548 0.959 -0.743
C -1.934 -3.197 -1.291 0.571
C -2.062 -4.539 -1.590 -0.914
C -2.347 -4.895 -2.898 -0.397
C -2.482 -3.899 -3.852 -0.914
C -2.322 -2.580 -3.462 -0.302
N -2.058 -2.239 -2.205 0.620
C -1.855 0.644 1.523 0.568
C -1.917 1.139 2.812 -0.573
C -2.415 2.418 3.000 -0.453
C -2.809 3.155 1.894 -1.043
C -2.725 2.569 0.641 -0.367
N -2.281 1.332 0.458 0.646
H -1.937 -5.267 -0.801 0.543
H -2.460 -5.936 -3.172 0.436
H -2.704 -4.132 -4.884 0.416
H -2.400 -1.771 -4.177 0.580
H -1.569 0.531 3.636 0.552
H -2.485 2.841 3.995 0.486
H -3.171 4.169 1.993 0.427
H -3.035 3.104 -0.250 0.462
Br -6.713 -0.493 -1.933 -0.181
C -5.649 0.862 -2.696 -0.150
C -6.258 1.843 -3.507 -0.466
C -5.519 2.823 -4.098 0.010
Br -6.389 4.115 -5.179 -0.239
C -4.114 2.876 -3.913 0.386
C -3.235 3.811 -4.508 -0.612
C -1.892 3.732 -4.270 -1.185
C -1.398 2.725 -3.422 -0.167
N -2.188 1.855 -2.843 0.581
C -3.532 1.903 -3.084 0.720
C -4.291 0.862 -2.452 0.174
O -3.649 -0.011 -1.736 -0.368
H -7.328 1.806 -3.658 0.411
H -3.638 4.575 -5.158 0.342
H -1.202 4.428 -4.726 0.440
H -0.338 2.628 -3.215 0.458
F -0.258 -0.295 -2.918 -0.848
Te 1.366 0.078 -1.442 1.224
F 1.621 1.205 -2.911 -0.353
F 2.377 -1.039 -2.517 -0.385
F 0.517 -1.671 -1.087 -0.466
F 2.581 1.438 -0.783 -0.503
O -0.062 0.977 -0.739 -0.433
F 2.948 -5.350 4.870 -0.341
C 2.806 -4.323 4.013 0.267
C 3.752 -3.318 4.031 -0.717
C 3.598 -2.260 3.146 -0.526
C 2.500 -2.229 2.287 0.172
C 1.561 -3.253 2.286 -0.383
C 1.723 -4.320 3.157 -0.643
Sb 2.361 -0.499 1.126 2.028
C 4.413 -0.274 0.679 0.342
C 5.015 -1.196 -0.172 -0.618
C 6.350 -1.058 -0.526 -0.671
C 7.057 0.008 -0.010 0.313
F 8.352 0.148 -0.348 -0.338
C 6.491 0.938 0.838 -0.638
C 5.154 0.793 1.179 -0.321
C 1.916 1.078 2.419 0.460
C 1.905 2.403 1.997 -0.297
C 1.527 3.403 2.885 -0.730
C 1.171 3.047 4.168 0.369
F 0.783 4.010 5.025 -0.395
C 1.186 1.740 4.614 -0.662
C 1.549 0.745 3.721 -0.760
H 4.585 -3.371 4.719 0.473
H 4.346 -1.474 3.126 0.409
H 0.694 -3.218 1.644 0.412
H 1.011 -5.134 3.184 0.519
H 4.449 -2.025 -0.582 0.459
H 6.839 -1.757 -1.191 0.456
H 7.090 1.759 1.211 0.462
H 4.693 1.524 1.833 0.357
H 2.168 2.658 0.980 0.518
H 1.499 4.443 2.586 0.470
H 0.904 1.514 5.634 0.449
H 1.533 -0.289 4.042 0.375

No. 7
12
Properties=species:S:1:pos:R:3:mulliken_charge:R:1 method="wB97M-V/def2-TZVPD" de_lowest_kj_mol=150.98 orbital_gap_ev=7.38 multiplicity=1 e_homo_ev=-3.43 total_charge=-1
C -0.544 0.606 0.659 -0.879
C 0.765 0.049 0.014 0.211
O -1.726 -0.495 -1.213 -0.747
O -1.017 -2.007 0.814 -0.636
O 1.898 0.727 0.515 -0.501
O 0.829 0.037 -1.362 -0.562
S -1.798 -0.811 0.278 0.411
H -1.003 1.431 0.282 0.400
H -0.423 0.724 1.685 0.387
H 0.827 -1.058 0.310 0.188
H 2.172 1.086 -0.318 0.304
H 0.019 -0.289 -1.663 0.423

No. 8
15
Properties=species:S:1:pos:R:3:mulliken_charge:R:1 method="wB97M-V/def2-TZVPD" de_lowest_kj_mol=101.20 orbital_gap_ev=10.44 multiplicity=1 e_homo_ev=-9.80
O -0.685 1.669 0.915 -0.435
C 0.483 1.472 0.715 -0.070
C 1.086 1.179 -0.625 -0.436
C 1.296 -0.327 -0.835 -0.754
C 0.047 -1.195 -0.941 -0.303
C -0.681 -1.429 0.367 -0.105
O -1.865 -1.348 0.518 -0.461
H 1.192 1.537 1.572 0.341
H 0.464 1.600 -1.415 0.321
H 2.077 1.634 -0.668 0.304
H 1.890 -0.419 -1.746 0.306
H 1.918 -0.683 -0.005 0.367
H -0.657 -0.834 -1.688 0.296
H 0.397 -2.201 -1.210 0.304
H 0.006 -1.742 1.188 0.327

No. 9
9
Properties=species:S:1:pos:R:3:mulliken_charge:R:1 method="wB97M-V/def2-TZVPD" de_lowest_kj_mol=324.85 orbital_gap_ev=9.85 multiplicity=1 e_homo_ev=-8.94
C -2.638 -0.335 -0.064 0.304
C -1.470 -0.029 0.018 -0.449
C -0.117 0.323 0.077 -0.382
N 0.762 -0.549 0.091 -0.236
N 2.047 -0.250 -0.221 -0.453
H -3.680 -0.547 -0.271 0.395
H 0.104 1.424 0.036 0.317
H 2.690 -0.757 0.452 0.266
H 2.302 0.720 -0.117 0.237

No. 10
13
Properties=species:S:1:pos:R:3:mulliken_charge:R:1 method="wB97M-V/def2-TZVPD" de_lowest_kj_mol=0.00 orbital_gap_ev="6.65 / 11.08" multiplicity=2 s2=0.753 e_homo_ev="-5.73 / -10.16"
C -2.868 -0.755 0.245 -0.592
N -2.362 0.228 -0.573 -0.256
H -2.265 -1.098 1.072 0.228
H -3.926 -0.897 0.297 0.273
H -1.390 0.478 -0.645 0.238
H -3.031 0.833 -1.013 0.175
O 0.597 0.827 -0.253 -0.533
C 1.651 0.295 -0.491 0.173
C 2.748 0.123 0.506 -0.906
H 1.836 -0.133 -1.495 0.336
H 2.718 0.891 1.276 0.286
H 3.723 0.028 0.038 0.303
H 2.568 -0.820 1.036 0.275

No. 11
14
Properties=species:S:1:pos:R:3:mulliken_charge:R:1 method="wB97M-V/def2-TZVPD" de_lowest_kj_mol=308.77 orbital_gap_ev=10.13 multiplicity=1 e_homo_ev=-9.15
H -1.871 -1.223 1.640 0.229
N -1.169 -1.164 0.900 -0.747
C -0.838 0.076 0.677 0.063
C 0.689 0.420 0.182 0.218
N 1.561 -0.715 0.446 -0.729
C 0.416 0.648 -1.265 -0.647
O -1.194 0.684 -1.225 -0.577
H -1.335 0.916 1.180 0.382
H 0.985 1.334 0.703 0.314
H 1.924 -0.659 1.393 0.263
H 0.984 -1.565 0.424 0.337
H 0.720 1.625 -1.638 0.223
H 0.658 -0.184 -1.926 0.318
H -1.529 -0.193 -1.490 0.353

no.,energy (eV)
1,-160744.93721
2,-11690.67060
3,-17084.91991
4,-75804.00401
5,-26878.35826
6,-251345.15507
7,-21180.69446
8,-9408.78328
9,-6152.53399
10,-6776.06682
11,-8266.12587